Entry 1:
The following is a DFT calculation (ωB97M-V with the def2-TZVPD basis set) of 2 unconnected molecules or ions with the total composition C6H14N2O.

## Properties
SMILES: CN(C)[C@@]1(C)CO1.C=N
F_max in eV/Å: 3.10
Orbital gap in eV: 9.487
E in eV: -11473.6754
Relative energy (zero: lowest compared OMol25 entry of this formula, charge and spin) in kcal/mol: 94.4
Total charge: 0

Geometry as XYZ:
```
23
Properties=species:S:1:pos:R:3:forces:R:3:mulliken_charge:R:1
C 0.65812 -1.87771 -0.36472 -0.052 0.239 -0.092 -1.20
C -1.51758 -0.89301 -0.67241 0.181 0.022 -0.088 -1.16
N -0.15151 -0.67504 -0.21896 0.131 0.111 -1.198 0.37
C -0.17782 -0.06103 2.14010 1.880 1.030 -0.447 -0.08
N -1.21290 0.59544 2.40605 -0.923 0.303 0.597 -0.63
H -1.14766 1.60886 2.29188 0.336 -0.264 -0.199 0.24
H -0.16809 -1.12755 2.32668 0.011 -0.207 -0.023 0.31
H 1.57698 -1.79372 0.20668 0.180 0.019 0.044 0.33
H 0.91656 -2.06323 -1.41097 0.041 -0.189 0.012 0.33
H 0.10792 -2.72350 0.04045 -0.066 -0.032 -0.028 0.39
H -1.87431 -1.83303 -0.25424 -0.026 0.032 0.031 0.37
H -2.16209 -0.09825 -0.30412 -0.078 -0.005 -0.020 0.35
H -1.58639 -0.95694 -1.76520 -0.148 -0.010 -0.031 0.35
C -0.44426 1.70161 -0.98174 0.225 -0.303 -0.061 -1.63
C 1.77211 0.85403 -0.07390 0.708 -0.169 -3.014 -1.42
C 0.49719 0.53197 -0.74760 -0.719 -0.265 2.006 1.69
O 1.57832 0.43218 -1.59840 0.462 0.535 1.233 -0.59
H -1.04780 1.89603 -0.09698 -0.058 -0.084 -0.004 0.27
H 0.14358 2.58911 -1.20021 0.067 0.004 -0.071 0.42
H 0.81592 0.39759 1.75282 -1.663 -0.771 1.083 0.15
H 2.43235 0.10706 0.34683 -0.345 0.078 0.306 0.39
H 2.08641 1.89007 0.00586 -0.042 -0.119 0.030 0.38
H -1.09504 1.49907 -1.82791 -0.103 0.044 -0.065 0.37
```
Positions in Å, forces in eV/Å.

Entry 2:
The following is a DFT calculation (ωB97M-V with the def2-TZVPD basis set) of C4H5N3S in the gas phase.

## Properties
SMILES: C=CN/C(C#N)=N/S
F_max in eV/Å: 3.11
Orbital gap in eV: 8.858
E in eV: -19532.4684
Relative energy (zero: lowest compared OMol25 entry of this formula, charge and spin) in kcal/mol: 55.6
Total charge: 0

Geometry as XYZ:
```
13
Properties=species:S:1:pos:R:3:forces:R:3:mulliken_charge:R:1
C -0.94833 0.37914 0.04315 1.231 1.737 -0.379 0.83
C 1.32958 -0.48894 -0.16311 -1.990 -2.317 -0.588 -0.01
C 2.60552 -0.38167 0.06904 1.989 1.696 0.883 -0.73
C -1.61083 1.69347 -0.03673 -0.090 -0.449 0.382 -0.08
H -2.91733 -2.27670 0.09189 -0.882 0.465 -0.013 0.18
H 0.74293 1.47706 0.08365 0.238 -0.189 0.073 0.23
H 0.79787 -1.42913 -0.51483 0.999 1.259 0.215 0.27
H 3.37595 -1.06094 -0.22345 -0.080 -0.636 -0.079 0.27
H 2.99382 0.53616 0.58025 -0.406 -0.750 -0.614 0.21
N -1.47534 -0.74237 -0.00450 -1.886 -1.285 0.254 -0.46
N 0.43065 0.51719 0.09880 -0.815 1.335 0.091 -0.23
N -2.11475 2.72470 -0.05731 0.001 -0.063 -0.088 -0.34
S -3.20977 -0.94798 0.03315 1.691 -0.803 -0.136 -0.15
```
Positions in Å, forces in eV/Å.

Entry 3:
The following is a DFT calculation (ωB97M-V with the def2-TZVPD basis set) of C21H28N2O5 in the gas phase.

## Properties
SMILES: CCc1cc(=O)oc2cc(C)cc(O[C@H](C)C(=O)NCCN3CCOCC3)c12
F_max in eV/Å: 0.89
Orbital gap in eV: 8.819
E in eV: -35449.7167
Relative energy (zero: lowest compared OMol25 entry of this formula, charge and spin) in kcal/mol: 29.9
Total charge: 0

Geometry as XYZ:
```
56
Properties=species:S:1:pos:R:3:forces:R:3:mulliken_charge:R:1
C 0.72105 2.53875 3.28869 0.125 0.042 -0.076 -0.96
H 0.40897 3.56908 3.43938 -0.096 0.084 0.031 0.33
H 0.80698 2.05604 4.25983 -0.026 -0.022 0.092 0.38
H -0.04447 2.02800 2.71175 -0.121 -0.036 -0.014 0.13
C 2.06472 2.50089 2.55762 -0.099 0.129 0.099 -0.49
C 2.55021 1.08935 2.40529 0.527 0.035 0.451 1.06
C 3.44166 0.62159 3.31190 -0.320 0.270 -0.284 -0.56
C 3.96602 -0.72279 3.30430 0.382 -0.091 0.520 0.00
O 4.74238 -1.18436 4.10337 -0.272 0.106 -0.324 -0.64
O 3.52839 -1.52832 2.28593 0.124 -0.191 0.026 -0.49
C 2.64977 -1.10226 1.35613 -0.601 0.348 -0.555 -0.48
C 2.32506 -2.03561 0.37548 0.041 0.049 0.090 -0.95
C 1.42565 -1.71819 -0.61992 0.215 0.108 0.319 0.98
C 0.84413 -0.45084 -0.62378 -0.109 0.304 -0.038 -0.46
C 1.17712 0.50013 0.32530 0.240 -0.475 -0.016 0.90
C 2.10032 0.19454 1.36099 -0.025 -0.394 -0.193 0.16
O 0.63153 1.74614 0.33580 0.006 -0.078 0.154 -0.26
C -0.03582 2.26691 -0.79992 -0.183 0.429 -0.502 0.44
C 0.06693 3.79084 -0.71745 0.033 -0.350 -0.039 -1.84
H -0.32737 4.13145 0.23669 -0.056 0.063 0.101 0.33
H 1.10318 4.10627 -0.80660 0.080 0.010 0.005 0.40
H -0.51597 4.22840 -1.52226 -0.028 0.036 -0.034 0.48
C -1.52709 1.89465 -0.87176 0.511 -0.168 0.405 0.49
O -2.22166 2.30329 -1.77921 -0.091 0.183 -0.384 -0.71
N -1.98176 1.16524 0.16015 0.034 -0.151 0.378 0.19
H -1.32172 0.80317 0.83055 0.049 0.136 -0.104 0.10
C -3.34356 0.70013 0.24606 -0.197 -0.229 -0.164 -1.28
H -3.94295 1.35030 -0.39246 -0.015 -0.033 0.143 0.46
C -3.49220 -0.76562 -0.17568 0.051 0.199 -0.003 -0.87
N -3.02552 -1.02725 -1.52530 -0.036 0.000 0.064 0.60
C -3.01548 -2.45727 -1.79331 0.171 -0.044 -0.292 -0.76
C -2.47385 -2.71401 -3.19941 0.016 -0.195 0.339 -0.55
O -3.25367 -2.07018 -4.17422 -0.120 -0.087 -0.117 -0.43
C -3.27679 -0.68308 -3.92806 -0.167 0.316 0.179 -0.78
C -3.82790 -0.35727 -2.54200 0.107 0.019 -0.300 -0.56
H -3.75943 0.72066 -2.40177 -0.079 -0.025 -0.016 0.38
H -4.88434 -0.67338 -2.48355 0.010 0.001 0.000 0.30
H -3.90824 -0.24270 -4.70055 0.062 0.043 0.055 0.38
H -2.25981 -0.27185 -4.01185 -0.063 0.011 -0.011 0.32
H -2.50079 -3.78032 -3.43176 0.066 0.049 0.053 0.36
H -1.43701 -2.35112 -3.25873 -0.040 -0.066 0.021 0.28
H -2.37546 -2.95178 -1.05758 -0.031 -0.035 -0.004 0.46
H -4.03089 -2.88626 -1.71837 0.053 -0.010 0.021 0.30
H -4.55272 -1.05055 -0.04621 0.063 -0.031 0.019 0.35
H -2.89203 -1.38589 0.49854 -0.090 -0.011 0.021 0.45
H -3.68960 0.80231 1.27875 -0.042 0.029 -0.118 0.45
H 0.44545 1.92326 -1.72531 -0.100 -0.051 0.169 0.44
H 0.10936 -0.22403 -1.38118 -0.099 0.039 -0.097 0.24
C 1.05955 -2.71703 -1.67013 -0.025 -0.018 0.009 -1.49
H 1.01936 -2.24686 -2.65015 -0.016 -0.015 -0.092 0.39
H 1.77973 -3.52985 -1.69715 0.022 -0.079 -0.041 0.41
H 0.07645 -3.13671 -1.45937 -0.073 -0.062 -0.038 0.13
H 2.79512 -3.00441 0.42291 0.067 -0.139 -0.008 0.45
H 3.81107 1.25138 4.10612 0.032 0.053 0.046 0.45
H 1.96404 2.97871 1.58611 0.108 0.045 0.106 0.02
H 2.79832 3.05686 3.14434 0.027 -0.046 -0.050 0.53
```
Positions in Å, forces in eV/Å.

Entry 4:
The following is a DFT calculation (ωB97M-V with the def2-TZVPD basis set) of a gas-phase ion, C4H13N2O (charge +1).

## Properties
SMILES: CNC[C@H]([NH3+])CO
F_max in eV/Å: 3.17
Orbital gap in eV: 9.049
E in eV: -9378.5681
Relative energy (zero: lowest compared OMol25 entry of this formula, charge and spin) in kcal/mol: 69.5
Total charge: +1

Geometry as XYZ:
```
20
Properties=species:S:1:pos:R:3:forces:R:3:mulliken_charge:R:1
N 1.62483 0.36130 -1.41391 -0.895 -2.387 0.360 -0.28
C 0.52238 0.54138 -0.35906 -2.106 0.123 -0.606 0.03
C 1.06251 1.05346 1.02814 -0.090 -0.823 -1.121 -0.61
O 2.22205 1.83297 0.63041 -1.117 -0.161 1.268 -0.53
C -0.33796 -0.77395 -0.38412 0.070 1.072 1.112 -0.62
N -1.57449 -0.38295 0.34117 -0.155 -0.311 -2.375 -0.36
C -2.70660 -1.35871 0.24302 2.519 -0.841 0.349 -0.88
H 1.31083 0.14845 -2.39974 0.265 0.726 1.381 0.39
H 2.32116 1.03100 -1.32057 1.216 2.902 -0.379 0.32
H 2.23732 -0.41471 -1.12665 -0.695 -0.633 -0.069 0.36
H -0.22902 1.32899 -0.66642 1.288 -0.694 -0.433 0.27
H 0.19692 1.66387 1.51650 1.786 -1.045 -0.709 0.35
H 1.37783 0.14857 1.63288 -0.371 1.166 -0.240 0.31
H 2.46442 2.35190 1.41187 0.295 0.033 -0.373 0.33
H 0.17072 -1.52575 0.23691 0.292 -0.372 -0.628 0.37
H -0.46247 -1.13097 -1.46769 -0.317 0.496 1.691 0.37
H -1.32760 -0.10949 1.28007 -0.313 -0.388 0.202 0.23
H -2.99335 -1.56580 -0.83054 0.449 0.189 1.381 0.28
H -2.39084 -2.26073 0.85168 -0.625 0.295 -1.222 0.31
H -3.48864 -0.93883 0.79605 -1.496 0.654 0.411 0.35
```
Positions in Å, forces in eV/Å.